C2H3Br2NO2 | ωB97M-V/def2-TZVPD

Values from the calculation:
HOMO (spin up / spin down) (eV): -10.398 / -10.399
Max |F| (eV Å⁻¹): 4.7

CARTESIAN COORDINATES (ANGSTROEM)
C (1.08522, -0.01940, 0.55275)
C (-0.32611, -0.16090, 0.26755)
N (-0.68964, -0.11436, -1.17700)
O (-1.63044, -0.76829, -1.47548)
O (-0.03672, 0.59480, -1.93952)
Br (-1.20872, -1.49685, 1.12742)
Br (-1.56070, 1.93065, 0.72925)
H (1.34604, 0.64566, 1.24912)
H (1.28908, -0.87771, 1.08262)
H (1.73199, 0.26641, -0.41670)

***

C18H26O5 | ωB97M-V/def2-TZVPD

Values from the calculation:
Structure (SMILES): C[C@H]1CCC[C@H](O)CCCCCc2cc(O)cc(O)c2C(=O)O1
HOMO (eV): -8.583
Max |F| (eV Å⁻¹): 0.8

CARTESIAN COORDINATES (ANGSTROEM)
C (-0.76260, -4.16672, 0.40138)
C (-0.89570, -2.80340, -0.26724)
C (-2.15329, -2.05671, 0.18764)
C (-2.56687, -0.94301, -0.77752)
C (-3.55405, 0.03381, -0.13563)
C (-2.84710, 1.05454, 0.77347)
O (-3.69448, 1.49680, 1.81428)
C (-2.28276, 2.24058, -0.02640)
C (-1.04043, 2.83392, 0.64304)
C (0.21419, 2.03077, 0.28502)
C (0.85336, 2.50970, -1.02258)
C (1.61834, 1.40097, -1.76663)
C (2.49337, 0.61898, -0.83010)
C (3.66445, 1.20733, -0.39345)
C (4.48242, 0.57408, 0.53726)
O (5.62950, 1.18818, 0.91130)
C (4.09789, -0.64732, 1.06359)
C (2.91134, -1.24813, 0.66115)
O (2.62187, -2.43453, 1.23327)
C (2.10613, -0.63452, -0.31811)
C (0.91729, -1.33340, -0.85317)
O (0.55602, -1.32840, -2.00499)
O (0.26241, -2.03369, 0.10322)
H (0.16446, -4.65010, 0.10029)
H (-0.76589, -4.05429, 1.48318)
H (-1.59390, -4.80153, 0.10943)
H (-0.89158, -2.90944, -1.35902)
H (-1.95473, -1.64191, 1.17790)
H (-2.97072, -2.77254, 0.28483)
H (-1.68470, -0.39435, -1.11035)
H (-3.01834, -1.39484, -1.66298)
H (-4.27412, -0.52608, 0.46582)
H (-4.10852, 0.56723, -0.91180)
H (-2.03113, 0.55276, 1.30248)
H (-4.43555, 1.97530, 1.42535)
H (-2.03024, 1.91702, -1.03696)
H (-3.06523, 3.00047, -0.10889)
H (-1.19715, 2.83150, 1.72311)
H (-0.90459, 3.87176, 0.33292)
H (-0.05840, 0.97830, 0.19433)
H (0.94991, 2.10176, 1.08777)
H (0.07909, 2.88756, -1.69341)
H (1.52939, 3.33763, -0.80194)
H (2.23848, 1.86020, -2.53840)
H (0.90910, 0.74210, -2.25997)
H (3.96639, 2.16990, -0.77297)
H (6.09816, 0.64488, 1.55707)
H (4.70123, -1.15757, 1.80010)
H (1.71727, -2.69548, 0.99330)

***

Copy entry 2 word for word.
C18H26O5 | ωB97M-V/def2-TZVPD

Values from the calculation:
Structure (SMILES): C[C@H]1CCC[C@H](O)CCCCCc2cc(O)cc(O)c2C(=O)O1
HOMO (eV): -8.583
Max |F| (eV Å⁻¹): 0.8

CARTESIAN COORDINATES (ANGSTROEM)
C (-0.76260, -4.16672, 0.40138)
C (-0.89570, -2.80340, -0.26724)
C (-2.15329, -2.05671, 0.18764)
C (-2.56687, -0.94301, -0.77752)
C (-3.55405, 0.03381, -0.13563)
C (-2.84710, 1.05454, 0.77347)
O (-3.69448, 1.49680, 1.81428)
C (-2.28276, 2.24058, -0.02640)
C (-1.04043, 2.83392, 0.64304)
C (0.21419, 2.03077, 0.28502)
C (0.85336, 2.50970, -1.02258)
C (1.61834, 1.40097, -1.76663)
C (2.49337, 0.61898, -0.83010)
C (3.66445, 1.20733, -0.39345)
C (4.48242, 0.57408, 0.53726)
O (5.62950, 1.18818, 0.91130)
C (4.09789, -0.64732, 1.06359)
C (2.91134, -1.24813, 0.66115)
O (2.62187, -2.43453, 1.23327)
C (2.10613, -0.63452, -0.31811)
C (0.91729, -1.33340, -0.85317)
O (0.55602, -1.32840, -2.00499)
O (0.26241, -2.03369, 0.10322)
H (0.16446, -4.65010, 0.10029)
H (-0.76589, -4.05429, 1.48318)
H (-1.59390, -4.80153, 0.10943)
H (-0.89158, -2.90944, -1.35902)
H (-1.95473, -1.64191, 1.17790)
H (-2.97072, -2.77254, 0.28483)
H (-1.68470, -0.39435, -1.11035)
H (-3.01834, -1.39484, -1.66298)
H (-4.27412, -0.52608, 0.46582)
H (-4.10852, 0.56723, -0.91180)
H (-2.03113, 0.55276, 1.30248)
H (-4.43555, 1.97530, 1.42535)
H (-2.03024, 1.91702, -1.03696)
H (-3.06523, 3.00047, -0.10889)
H (-1.19715, 2.83150, 1.72311)
H (-0.90459, 3.87176, 0.33292)
H (-0.05840, 0.97830, 0.19433)
H (0.94991, 2.10176, 1.08777)
H (0.07909, 2.88756, -1.69341)
H (1.52939, 3.33763, -0.80194)
H (2.23848, 1.86020, -2.53840)
H (0.90910, 0.74210, -2.25997)
H (3.96639, 2.16990, -0.77297)
H (6.09816, 0.64488, 1.55707)
H (4.70123, -1.15757, 1.80010)
H (1.71727, -2.69548, 0.99330)